No. 1
This record from the OMol25 dataset describes C10H11Cl6IrW as an isolated structure at a distorted geometry. The level of theory is ωB97M-V/def2-TZVPD.

Atoms and positions in Å:
Ir  0.56  0.10  0.10
Cl  2.52  -1.85  0.19
C  0.96  1.93  0.77
H  0.18  2.45  1.37
H  1.32  2.54  -0.09
H  1.80  1.64  1.43
W  1.70  -1.18  -1.83
C  2.93  -0.55  -3.26
C  0.30  -2.17  -2.82
C  0.52  0.40  -1.87
H  -0.69  -1.83  -2.53
H  0.41  -1.96  -3.90
H  0.33  -3.24  -2.71
H  3.51  0.34  -2.99
H  3.68  -1.29  -3.55
H  2.40  -0.32  -4.20
H  1.02  1.30  -2.29
H  -0.57  0.40  -2.01
Cl  -2.33  1.39  -0.33
C  -2.06  0.81  1.28
C  -0.87  0.13  1.54
C  -0.72  -0.45  2.81
Cl  0.66  -1.43  3.12
C  -1.69  -0.27  3.83
Cl  -1.50  -1.03  5.35
C  -2.85  0.50  3.58
Cl  -4.01  0.74  4.81
C  -3.04  1.03  2.29
Cl  -4.47  1.87  1.90

Calculated values
**2S+1**: 7
**Strongest force on any atom**: 0.05931 Eh/bohr
**LUMO (alpha / beta)**: 0.00 / -2.79 eV
**Energy relative to the best compared isomer or geometry (same formula, charge and spin)**: 0.000 eV


No. 2
This record from the OMol25 dataset describes an isolated molecule of C10H11ClN2O3 at a distorted geometry. The level of theory is ωB97M-V/def2-TZVPD.

Atoms and positions in Å:
C  2.13  -2.37  -0.70
C  0.82  -2.43  0.08
O  0.03  -1.29  -0.26
C  -1.25  -1.47  -0.56
O  -1.83  -2.53  -0.57
C  -1.94  -0.17  -0.90
N  -1.54  1.02  -0.65
C  -0.46  1.38  0.13
C  0.51  2.23  -0.41
C  1.56  2.67  0.37
C  1.63  2.30  1.70
Cl  2.94  2.86  2.68
C  0.66  1.48  2.26
C  -0.38  1.03  1.48
N  -3.04  -0.35  -1.64
O  -3.88  0.74  -1.87
H  1.94  -2.42  -1.77
H  2.64  -1.44  -0.48
H  2.76  -3.21  -0.41
H  0.26  -3.34  -0.16
H  1.01  -2.39  1.15
H  0.44  2.51  -1.45
H  2.32  3.31  -0.05
H  0.72  1.21  3.31
H  -1.15  0.40  1.91
H  -3.53  -1.24  -1.64
H  -3.35  1.50  -1.57

Calculated values
**Structure (SMILES)**: CCOC(=O)/C(=N\c1ccc(Cl)cc1)NO
**Strongest force on any atom**: 0.02325 Eh/bohr
**LUMO**: 0.31 eV
**Energy relative to the best compared isomer or geometry (same formula, charge and spin)**: 0.000 eV


No. 3
This record from the OMol25 dataset describes an isolated molecule of C10H11IN2O at a distorted geometry. The level of theory is ωB97M-V/def2-TZVPD.

Atoms and positions in Å:
C  3.06  -0.95  1.50
C  2.75  -0.81  0.04
C  1.28  -0.97  -0.33
O  0.44  -2.01  0.39
I  1.20  -1.59  -2.52
N  0.47  0.19  -0.27
N  0.97  1.43  -0.17
C  0.01  2.30  -0.06
C  -1.25  1.59  -0.23
C  -2.57  2.07  -0.32
C  -3.54  1.11  -0.29
C  -3.21  -0.27  -0.41
C  -1.93  -0.72  -0.41
C  -0.93  0.23  -0.39
H  2.74  -1.95  1.72
H  2.57  -0.01  2.08
H  4.14  -0.73  1.69
H  2.90  0.21  -0.21
H  3.39  -1.46  -0.58
H  0.64  -2.83  -0.06
H  0.26  3.34  0.01
H  -2.99  3.09  -0.30
H  -4.58  1.49  -0.13
H  -4.06  -1.01  -0.32
H  -1.77  -1.74  -0.44

Calculated values
**Structure (SMILES)**: CC[C@](O)(I)n1ncc2ccccc21
**Strongest force on any atom**: 0.06800 Eh/bohr
**LUMO**: -0.08 eV
**Energy relative to the best compared isomer or geometry (same formula, charge and spin)**: 0.138 eV


No. 4
This record from the OMol25 dataset describes C10H11IS2 as an isolated structure at a distorted geometry. The level of theory is ωB97M-V/def2-TZVPD.

Atoms and positions in Å:
C  -1.67  -2.50  -1.26
C  -1.13  -2.71  0.06
C  -0.98  -1.88  -2.25
C  0.10  -2.08  0.34
C  0.22  -1.33  -1.98
C  0.68  -1.39  -0.69
C  -0.12  1.53  0.85
C  1.21  0.80  1.00
C  -0.11  2.61  -0.22
C  1.91  0.22  -0.20
S  0.25  1.96  -1.92
S  2.17  1.42  -1.52
I  3.93  -0.55  0.27
H  -2.59  -2.76  -1.54
H  -1.60  -3.37  0.79
H  -1.35  -1.77  -3.25
H  0.57  -2.19  1.29
H  0.69  -0.79  -2.94
H  -1.02  0.89  0.69
H  -0.56  2.11  1.78
H  1.92  1.49  1.37
H  0.96  0.09  1.87
H  -1.07  3.10  -0.24
H  0.62  3.46  0.05

Calculated values
**Strongest force on any atom**: 0.09783 Eh/bohr
**LUMO**: 0.16 eV
**Energy relative to the best compared isomer or geometry (same formula, charge and spin)**: 0.574 eV


No. 5
This record from the OMol25 dataset describes an isolated ion of composition C10H11N2O3 and charge +1 at a distorted geometry. The level of theory is ωB97M-V/def2-TZVPD.

Atoms and positions in Å:
C  0.05  3.54  -0.31
C  -1.23  3.38  -0.71
C  0.89  2.45  -0.26
C  -1.62  2.09  -1.16
C  0.53  1.18  -0.73
C  -0.84  0.94  -1.14
C  0.85  -0.74  0.50
C  -0.10  -1.63  0.22
C  1.55  0.10  -0.59
C  -0.73  -4.00  0.00
N  1.27  -0.38  1.73
N  -0.91  -2.56  0.02
O  0.92  -1.42  2.67
O  1.72  0.66  2.08
O  -1.24  -0.24  -1.33
H  0.44  4.59  -0.11
H  -1.96  4.20  -0.89
H  1.91  2.54  0.25
H  -2.68  2.07  -1.48
H  1.74  -0.57  -1.43
H  2.45  0.60  -0.26
H  -1.40  -4.40  0.66
H  -1.15  -4.20  -1.03
H  0.32  -4.54  0.06
H  1.12  -1.07  3.55
H  -1.90  -2.58  -0.29

Calculated values
**2S+1**: 3
**Strongest force on any atom**: 0.10277 Eh/bohr
**LUMO (alpha / beta)**: -3.91 / -5.79 eV
**Net charge**: +1


No. 6
This record from the OMol25 dataset describes a 2-piece molecular cluster, C10H11N2OS overall at a distorted geometry. The level of theory is ωB97M-V/def2-TZVPD.

Atoms and positions in Å:
C  -2.22  2.49  0.11
C  -2.47  1.42  -0.81
C  -1.17  2.49  0.98
C  -1.58  0.34  -0.88
C  -0.33  1.32  0.99
C  -0.53  0.23  0.09
C  1.35  -0.14  1.28
C  1.71  -2.53  0.71
C  0.72  -1.97  0.02
C  -0.03  -2.82  -0.97
N  0.83  1.05  1.76
N  0.49  -0.66  0.38
O  2.39  1.02  -0.85
S  2.54  -1.36  1.73
H  -2.86  3.40  0.12
H  -3.25  1.35  -1.53
H  -1.22  3.28  1.73
H  -1.74  -0.39  -1.52
H  2.21  -3.51  0.42
H  2.00  1.83  -0.71
H  -0.10  -2.38  -1.94
H  -0.91  -3.17  -0.47
H  0.50  -3.80  -1.05
H  1.34  1.72  2.22
H  2.32  0.80  -1.82

Calculated values
**Strongest force on any atom**: 0.10484 Eh/bohr
**LUMO**: -3.27 eV
**Net charge**: +1
**Energy relative to the best compared isomer or geometry (same formula, charge and spin)**: 0.045 eV